Below is a single C6H18INSi2 molecule in a non-equilibrium geometry, with properties calculated with ωB97M-V/def2-TZVPD.

The total energy comes out at -1170.63701 Eh. The spin multiplicity is 3. The energy relative to the best compared isomer or geometry (same formula, charge and spin) comes out at 44.74 kJ/mol. For the HOMO energy (spin up / spin down), the calculation gives -4.25 / -8.65 eV. The total charge is 0. The frontier orbital gap (spin up / spin down) comes out at 4.9 / 4.7 eV. The expectation value of S² is 2.008.

Bonds (Å) are listed after each position.
Positions of all 28 atoms, in Å:
1 C -1.73943 -1.79108 -0.04259  C5 1.491, H11 1.092, H12 1.097, H13 1.095
2 C 0.30217 -1.82899 -1.41396  C5 1.561, H14 1.093, H15 1.144, H16 1.042
3 C 1.56003 1.62732 -1.02150  C6 1.513, H17 1.099, H18 1.030, H19 1.116
4 C -0.54766 2.84095 -0.34411  C6 1.543, H20 1.074, H21 1.144, H22 1.170
5 C -0.85613 -0.92967 -0.87937  C1 1.491, C2 1.561, N7 1.461, H23 1.087
6 C 0.05484 1.53477 -0.90222  C3 1.513, C4 1.543, N7 1.502, H24 1.125
7 N -0.43937 0.29880 -0.20730  C5 1.461, C6 1.502, Si9 1.736
8 Si 1.06379 -1.52726 2.41669  Si9 2.264, H25 1.470, H26 1.641, H27 1.625
9 Si 0.10540 0.27624 1.44044  N7 1.736, Si8 2.264, I10 2.505, H28 1.496
10 I -1.93350 0.74080 2.81927  Si9 2.505
11 H -1.37614 -2.41440 0.77709  C1 1.092
12 H -2.57157 -1.25033 0.42425  C1 1.097
13 H -2.20398 -2.60147 -0.61427  C1 1.095
14 H 0.79089 -2.05628 -0.46348  C2 1.093
15 H 1.00891 -1.32864 -2.16139  C2 1.144
16 H -0.07191 -2.56032 -2.05448  C2 1.042
17 H 2.15806 1.55716 -0.10185  C3 1.099
18 H 1.88825 0.84450 -1.60439  C3 1.030
19 H 1.70234 2.60994 -1.53094  C3 1.116
20 H 0.12538 3.09794 0.45191  C4 1.074
21 H -1.66149 2.78814 -0.08931  C4 1.144
22 H -0.50108 3.66859 -1.16938  C4 1.170
23 H -1.38084 -0.59786 -1.77113  C5 1.087
24 H -0.39810 1.49455 -1.93123  C6 1.125
25 H 1.42002 -1.10990 3.78048  Si8 1.470
26 H 2.54518 -2.01939 1.90959  Si8 1.641
27 H 0.07270 -2.81234 2.33322  Si8 1.625
28 H 0.88322 1.44821 1.94997  Si9 1.496